ORCA calculation (ωB97M-V with the def2-TZVPD basis set) on C22H26CrN7O4Se4 as an isolated structure.

XYZ file:
```
64
Properties=species:S:1:pos:R:3:forces:R:3
Cr 1.514492 0.985342 2.257249 0.131 0.689 -0.429
Se 1.329671 1.081024 4.689465 -0.092 -0.037 0.288
Se 3.520729 1.521840 5.340870 0.111 -0.025 -0.056
Se 4.626199 -0.070078 4.053528 0.004 0.013 0.118
Se 4.008623 0.736717 1.952010 -0.011 -0.040 -0.080
N 1.442423 1.023492 0.077422 0.029 0.026 0.042
C 1.764688 2.377847 -0.406793 -0.048 -0.014 -0.034
C 1.017806 2.779675 -1.683828 -0.072 -0.058 0.012
C -0.477306 2.418790 -1.759097 0.031 0.072 0.057
C -1.373444 2.936761 -0.621175 0.051 -0.065 -0.003
N -1.114610 4.331377 -0.261572 0.190 -0.145 0.159
C -1.206827 5.357610 -1.080849 0.088 0.186 -0.056
N -2.054823 5.345189 -2.122169 -0.020 0.005 -0.001
N -0.432950 6.420938 -0.846332 -0.065 -0.015 -0.051
C 1.607976 3.404140 0.740598 0.056 -0.080 0.019
O 1.479957 4.607076 0.436015 -0.018 0.031 0.011
O 1.638218 2.946814 1.907863 -0.134 0.076 0.107
H 1.994156 0.309610 -0.386325 0.074 0.049 0.066
H 0.461532 0.812171 -0.074471 0.000 -0.052 0.014
H 2.840716 2.393965 -0.600765 -0.007 0.004 -0.082
H 1.503857 2.320833 -2.548102 -0.006 -0.021 0.013
H 1.147489 3.857304 -1.790444 0.003 0.007 -0.036
H -0.611775 1.333866 -1.794804 -0.005 -0.022 -0.020
H -0.848668 2.784488 -2.719899 -0.001 0.013 0.009
H -1.206717 2.374001 0.301554 -0.014 0.008 -0.010
H -2.426768 2.798744 -0.875411 -0.012 0.005 0.000
H -0.336587 4.443479 0.399993 -0.166 0.032 -0.074
H -2.761307 4.631776 -2.169392 -0.007 0.020 0.022
H -2.202987 6.177255 -2.665191 0.024 -0.028 -0.006
H 0.386819 6.273255 -0.265286 0.053 -0.053 0.018
H -0.468817 7.233430 -1.435250 -0.026 -0.018 0.022
C 1.373608 -3.031425 -3.949695 -0.027 -0.009 -0.030
O 1.137110 -4.254421 -3.281519 0.068 0.038 0.030
C 0.206058 -4.259772 -2.292509 -0.070 0.024 -0.031
C -0.638278 -3.191571 -2.003148 -0.005 -0.013 0.039
C -1.550682 -3.294672 -0.960229 -0.072 0.019 0.016
C -1.642924 -4.460162 -0.211186 0.044 0.015 0.030
C -0.837535 -5.542757 -0.553260 0.042 -0.058 0.070
C 0.095051 -5.440980 -1.564310 -0.011 -0.050 0.033
N -2.636069 -4.695891 0.804443 -0.087 0.219 -0.166
N -2.966996 -3.835930 1.635721 0.250 -0.257 0.178
C -2.253756 -2.607627 1.803599 -0.025 0.196 -0.073
C -3.018407 -1.470571 1.876970 -0.075 -0.028 -0.066
C -2.461598 -0.184732 1.957308 -0.021 -0.015 -0.032
C -1.089669 -0.023950 2.023894 0.021 -0.056 0.017
O -0.473950 1.129977 2.067785 -0.011 -0.031 0.008
C -0.291039 -1.216656 2.074000 0.021 0.166 -0.018
N 1.047823 -0.997695 2.244240 -0.104 -0.599 -0.088
C 1.856610 -2.025007 2.367474 -0.050 -0.020 0.060
C 1.379093 -3.347027 2.338897 0.048 0.006 0.013
C 0.049051 -3.585673 2.151392 -0.021 -0.008 -0.047
C -0.844157 -2.501529 1.980953 -0.039 -0.147 0.073
H 2.226814 -3.199725 -4.600354 -0.002 -0.008 -0.006
H 1.611169 -2.232992 -3.241329 0.016 -0.003 0.005
H 0.512913 -2.734445 -4.555264 -0.008 0.005 0.008
H -0.605900 -2.281619 -2.585376 0.008 -0.002 0.002
H -2.204593 -2.460115 -0.743894 0.017 0.005 -0.006
H -0.945892 -6.467186 0.001126 -0.015 0.005 -0.019
H 0.737208 -6.272900 -1.820862 0.006 0.009 0.003
H -4.094196 -1.595722 1.831414 0.004 0.055 -0.012
H -3.094606 0.692409 1.994052 -0.015 -0.011 0.008
H 2.902467 -1.798683 2.524999 0.008 0.002 -0.027
H 2.077560 -4.159519 2.480265 -0.002 0.003 0.007
H -0.324053 -4.600185 2.154968 -0.038 -0.014 -0.020
```
Forces are in eV/Å.

**Spin multiplicity**: 4
**Energy**: -331666.898 eV
**E_HOMO (spin up / spin down)**: -0.235 / -0.238 Ha
**E_LUMO (spin up / spin down)**: -0.583 / -0.582 eV

ORCA calculation (ωB97M-V with the def2-TZVPD basis set) on C22H26F2N3O2Se4Ta as an isolated structure.

XYZ file:
```
60
Properties=species:S:1:pos:R:3:forces:R:3
Ta -1.258090 1.847820 0.237870 -0.449 -0.204 0.457
C 2.131076 -3.666290 0.128510 0.031 0.047 -0.003
N 1.645992 -2.406955 -0.393833 0.107 -0.048 0.068
C 1.748146 -1.324640 0.562688 -0.019 0.012 -0.009
C 0.586425 -1.361387 1.548876 -0.005 0.022 0.029
C 0.414580 -0.073552 2.352472 -0.025 -0.008 -0.006
N 0.511126 1.160336 1.544110 0.051 0.071 0.086
C 1.606668 1.814260 1.683760 -0.004 -0.109 0.018
C 1.997169 3.067392 1.077691 0.079 0.040 0.011
C 3.302134 3.540356 1.276398 -0.042 -0.134 0.059
C 3.706042 4.742347 0.744706 -0.018 0.108 -0.069
C 2.793345 5.506956 0.011092 0.098 -0.052 0.064
C 1.500903 5.070341 -0.186356 -0.122 -0.013 -0.035
C 1.099471 3.844727 0.342477 0.013 0.046 -0.020
O -0.139690 3.410023 0.169841 0.082 0.153 -0.065
C 2.168858 -2.115295 -1.720194 -0.085 -0.010 -0.045
C 1.272947 -2.714535 -2.802600 0.025 0.045 -0.011
C 0.041749 -1.865447 -3.130034 -0.032 0.015 0.038
N -0.740743 -1.483439 -1.956959 0.026 -0.047 0.003
C -1.674726 -2.268713 -1.634496 -0.048 0.007 0.005
C -2.590683 -2.122855 -0.487708 0.066 -0.001 -0.053
C -3.480015 -3.179039 -0.275354 -0.008 -0.009 0.020
C -4.399597 -3.175484 0.756582 0.014 0.002 -0.014
C -4.454034 -2.078389 1.603985 -0.006 0.007 0.013
C -3.593944 -1.010853 1.417438 -0.029 -0.024 0.022
C -2.659739 -1.028228 0.387561 0.010 0.051 -0.043
O -1.850923 0.045807 0.263956 0.061 -0.005 -0.059
H 3.217774 -3.646200 0.324891 -0.009 -0.010 0.009
H 1.933783 -4.472508 -0.577718 -0.011 -0.017 -0.022
H 1.619981 -3.913235 1.058918 -0.006 -0.012 0.005
H 1.688087 -0.390625 0.005368 0.002 -0.017 -0.032
H 2.719678 -1.325015 1.093655 -0.015 0.023 -0.009
H 0.708729 -2.162760 2.282288 0.015 -0.031 -0.039
H -0.306257 -1.591488 0.974528 0.001 0.045 0.002
H 1.176210 -0.024601 3.135341 -0.005 0.024 0.012
H -0.555987 -0.068360 2.851293 -0.007 -0.010 -0.027
H 2.358190 1.388072 2.352846 0.007 0.021 -0.009
H 3.992530 2.939224 1.857297 0.000 0.005 -0.002
H 4.716464 5.094497 0.898337 -0.005 0.011 -0.007
H 3.099740 6.457498 -0.405932 0.016 -0.002 0.006
H 0.779747 5.651517 -0.744936 0.001 -0.009 0.004
H 3.200338 -2.483907 -1.832343 -0.001 -0.015 -0.006
H 2.205195 -1.032321 -1.858368 0.010 0.003 0.020
H 0.958556 -3.714466 -2.491006 -0.015 0.005 -0.001
H 1.837315 -2.832514 -3.731841 0.012 -0.025 0.009
H -0.580128 -2.410319 -3.852375 0.003 -0.003 -0.001
H 0.375686 -0.945028 -3.616727 -0.002 0.017 0.007
H -1.867481 -3.176791 -2.226919 -0.031 0.003 0.006
H -3.435541 -4.024665 -0.952161 -0.003 0.003 0.002
H -5.071773 -4.011562 0.892148 -0.001 -0.002 -0.002
H -5.175977 -2.043271 2.409470 -0.001 -0.002 0.000
H -3.647624 -0.135846 2.052114 0.010 0.006 -0.006
Se -3.376733 2.959307 -0.746298 0.157 0.140 -0.003
Se -4.398757 4.365686 0.858715 -0.149 -0.135 -0.122
Se -2.633905 4.567230 2.323223 0.034 -0.069 0.115
Se -2.353637 2.277955 2.646613 0.224 0.136 -0.248
F 0.218473 1.194614 -1.334808 0.102 -0.082 -0.050
C -1.020842 1.698396 -1.932086 -0.104 0.099 -0.038
F -0.673693 2.750576 -2.686319 0.004 -0.042 -0.027
H -1.392589 0.885641 -2.549685 -0.003 -0.019 -0.011
```
Forces are in eV/Å.

**Energy**: -300176.289 eV
**E_HOMO**: -0.267 Ha
**E_LUMO**: -0.656 eV

ΔE to the lowest compared entry with this formula, charge and spin? In order: 0.0, 33.2 kcal per mole.